Computed, not measured: an isolated molecule of C11H18N2O4, with ωB97M-V/def2-TZVPD.

```
35
Properties=species:S:1:pos:R:3:nbo_charge:R:1
C -0.245 -1.632 -2.807 -0.26
O -0.273 -0.928 -1.568 -0.59
C 0.911 -0.908 -0.682 0.11
N 0.504 -0.195 0.542 -0.48
C -0.730 -0.714 1.033 -0.02
C -0.853 -1.791 2.022 0.18
C 0.336 -2.533 2.506 -0.66
N -2.079 -2.123 2.385 -0.14
O -2.798 -1.229 1.526 -0.32
C -2.031 -0.354 0.897 0.36
C -2.389 0.831 0.026 -0.64
C 0.935 1.173 0.805 -0.13
C 2.199 0.900 1.665 -0.60
C 1.130 1.967 -0.497 0.79
O 2.161 1.902 -1.196 -0.62
O 0.136 2.692 -0.730 -0.48
C -0.216 2.876 -2.083 -0.26
H -0.262 -2.768 -2.663 0.17
H 0.597 -1.230 -3.415 0.17
H -1.065 -1.542 -3.503 0.20
H 1.808 -0.498 -1.093 0.20
H 1.173 -1.954 -0.463 0.17
H 0.099 -2.969 3.536 0.23
H 0.453 -3.344 1.812 0.23
H 1.179 -1.885 2.565 0.23
H -1.682 1.046 -0.700 0.23
H -3.234 0.487 -0.496 0.23
H -2.574 1.702 0.645 0.22
H 0.181 1.714 1.388 0.23
H 2.744 1.895 1.876 0.21
H 1.888 0.371 2.617 0.22
H 2.928 0.271 1.097 0.22
H -0.927 3.637 -2.032 0.20
H -0.609 1.943 -2.285 0.19
H 0.603 3.192 -2.731 0.21
```

Calculated values
Relative energy (zero: lowest compared OMol25 entry of this formula, charge and spin): 135.1 kcal per mole
Total charge: 0
SMILES string: COCN(c1c(C)noc1C)[C@@H](C)C(=O)OC
LUMO energy: 0.65 eV
F_max: 6.2 eV/A
Frontier orbital gap: 9.335 eV
E_tot: -840.27328 Ha
2S+1: 1

---

Computed, not measured: an isolated ion of composition C11H18N3O5S and charge -1, with ωB97M-V/def2-TZVPD.

```
38
Properties=species:S:1:pos:R:3:nbo_charge:R:1
C -2.536 3.414 2.029 -0.42
N -2.070 2.076 1.654 -0.62
C -1.599 1.136 2.493 0.67
O -1.230 1.422 3.649 -0.65
C -1.478 -0.281 1.880 -0.16
C -1.343 -1.392 2.922 -0.51
S -1.030 -3.036 2.211 -0.59
N -0.353 -0.396 0.992 -0.57
C -0.365 0.026 -0.269 0.69
O -1.345 0.641 -0.772 -0.72
C 0.891 -0.241 -1.166 -0.13
C 1.014 -1.646 -1.741 -0.39
C 1.018 -2.846 -0.773 -0.55
C 2.069 -2.807 0.354 0.78
O 3.216 -2.410 0.166 -0.63
O 1.697 -3.353 1.527 -0.73
N 0.872 0.757 -2.287 -0.60
C 1.940 1.266 -2.911 0.66
C 1.664 2.377 -3.860 -0.71
O 3.066 0.865 -2.742 -0.63
H -3.631 3.358 2.140 0.18
H -2.282 4.156 1.263 0.20
H -2.168 3.655 3.038 0.23
H -2.154 1.805 0.698 0.42
H -2.343 -0.500 1.289 0.22
H -0.522 -1.173 3.610 0.21
H -2.243 -1.396 3.504 0.21
H 0.451 -0.905 1.340 0.43
H 1.769 -0.044 -0.547 0.24
H 0.202 -1.791 -2.425 0.20
H 1.948 -1.780 -2.355 0.24
H 0.025 -3.032 -0.333 0.25
H 1.243 -3.710 -1.399 0.23
H 0.722 -3.308 1.690 0.46
H -0.027 1.107 -2.562 0.41
H 2.496 3.087 -3.774 0.24
H 0.776 2.948 -3.662 0.21
H 1.640 1.954 -4.872 0.23
```

Calculated values
Relative energy (zero: lowest compared OMol25 entry of this formula, charge and spin): 0.0 kcal per mole
Total charge: -1
SMILES string: CNC(=O)[C@H](C[S-])NC(=O)[C@@H](CCC(=O)O)NC(C)=O
LUMO energy: 2.74 eV
F_max: 2.9 eV/A
Frontier orbital gap: 6.841 eV
E_tot: -1368.76560 Ha
2S+1: 1

---

Computed, not measured: a 2-piece molecular cluster, C11H18N4O4 overall, with ωB97M-V/def2-TZVPD.

```
37
Properties=species:S:1:pos:R:3:nbo_charge:R:1
N 2.665 0.668 -4.492 -0.84
C 1.798 1.472 -3.694 -0.14
C 0.422 0.767 -3.534 -0.42
C 0.521 -0.422 -2.638 0.08
C -0.020 -0.605 -1.409 -0.09
N 0.476 -1.841 -0.963 -0.52
C 1.293 -2.291 -1.969 0.18
N 1.236 -1.509 -3.033 -0.49
C 2.425 1.780 -2.341 0.78
O 3.538 1.379 -2.087 -0.60
O 1.634 2.464 -1.463 -0.70
H 3.604 1.088 -4.548 0.37
H 2.699 -0.286 -4.164 0.40
H 1.618 2.440 -4.157 0.21
H -0.287 1.446 -3.206 0.22
H 0.156 0.366 -4.541 0.24
H -0.653 0.026 -0.845 0.23
H 0.157 -2.304 -0.159 0.41
H 1.866 -3.179 -1.965 0.20
H 2.153 2.440 -0.556 0.50
O 0.626 -0.198 1.276 -0.61
C 0.252 -0.588 2.357 0.80
O 1.135 -0.863 3.327 -0.67
C -1.199 -0.787 2.839 -0.17
C -2.128 0.093 1.974 -0.41
C -3.149 0.588 2.982 -0.41
C -2.853 -0.127 4.270 -0.22
N -1.414 -0.299 4.241 -0.60
H 1.979 -0.653 2.962 0.49
H -1.473 -1.873 2.750 0.20
H -2.568 -0.485 1.211 0.21
H -1.610 0.968 1.513 0.23
H -3.059 1.661 3.105 0.21
H -4.120 0.371 2.654 0.21
H -3.408 -1.093 4.268 0.16
H -3.179 0.422 5.170 0.21
H -1.133 -1.039 4.866 0.37
```

Calculated values
Relative energy (zero: lowest compared OMol25 entry of this formula, charge and spin): 0.0 kcal per mole
Total charge: 0
SMILES string: N[C@@H](Cc1c[nH]cn1)C(=O)O.O=C(O)[C@@H]1CCCN1
LUMO energy: 0.38 eV
F_max: 2.9 eV/A
Frontier orbital gap: 8.849 eV
E_tot: -949.96044 Ha
2S+1: 1

---

Computed, not measured: an isolated ion of composition C11H18NO4Si and charge +1, with ωB97M-V/def2-TZVPD.

```
35
Properties=species:S:1:pos:R:3:nbo_charge:R:1
C -0.214 -0.076 2.167 -1.16
Si -1.804 0.380 1.287 1.87
C -3.121 0.958 2.481 -1.15
C -2.412 -1.153 0.418 -1.14
O -1.592 1.532 0.066 -0.87
C -0.610 2.529 0.107 -0.06
C 0.268 2.399 -1.137 -0.24
N 0.802 1.029 -1.251 -0.24
C 0.182 0.135 -2.031 0.08
C 0.646 -1.166 -2.099 -0.18
C 1.760 -1.538 -1.364 -0.10
C 2.244 -2.967 -1.400 0.77
O 1.702 -3.829 -0.779 -0.50
O 3.321 -3.114 -2.190 -0.67
C 2.393 -0.585 -0.554 0.37
O 3.449 -0.976 0.174 -0.63
C 1.882 0.699 -0.521 -0.02
H 0.323 -0.850 1.614 0.23
H 0.455 0.749 2.422 0.23
H -0.517 -0.518 3.122 0.27
H -2.668 1.345 3.396 0.25
H -3.766 0.113 2.724 0.25
H -3.721 1.741 2.017 0.25
H -3.317 -0.950 -0.162 0.25
H -1.658 -1.603 -0.231 0.22
H -2.682 -1.891 1.178 0.25
H -1.076 3.518 0.037 0.21
H -0.011 2.527 1.024 0.18
H 1.092 3.110 -1.148 0.23
H -0.368 2.582 -2.002 0.24
H -0.694 0.483 -2.559 0.25
H 0.122 -1.876 -2.726 0.26
H 3.279 -3.980 -2.624 0.52
H 3.995 -0.227 0.442 0.50
H 2.318 1.471 0.100 0.24
```

Calculated values
Total charge: +1
SMILES string: C[Si](C)(C)OCC[n+]1ccc(C(=O)O)c(O)c1
LUMO energy: -4.39 eV
F_max: 0.8 eV/A
Frontier orbital gap: 8.727 eV
E_tot: -1075.00694 Ha
2S+1: 1

---

Computed, not measured: a 2-piece molecular cluster, C11H18O overall, with ωB97M-V/def2-TZVPD.

```
30
Properties=species:S:1:pos:R:3:nbo_charge:R:1
C -0.152 0.254 2.521 -0.61
C -0.192 -1.194 2.086 -0.43
C -0.987 -1.497 0.830 -0.03
C -2.373 -1.584 0.821 -0.20
C -3.081 -1.817 -0.351 -0.26
C -2.417 -2.011 -1.547 0.29
O -3.104 -2.259 -2.689 -0.67
C -1.031 -1.864 -1.513 -0.26
C -0.300 -1.508 -0.396 -0.21
H -1.121 0.624 2.855 0.21
H 0.105 0.884 1.667 0.21
H 0.571 0.537 3.280 0.21
H 0.758 -1.726 2.019 0.21
H -0.706 -1.767 2.874 0.20
H -2.820 -1.526 1.807 0.21
H -4.162 -1.814 -0.262 0.22
H -2.539 -2.663 -3.359 0.48
H -0.557 -1.929 -2.492 0.20
H 0.724 -1.193 -0.538 0.22
C 1.389 3.120 -0.814 -0.63
C 1.845 1.848 -0.076 -0.41
C 3.041 1.336 -0.954 -0.62
H 1.847 4.109 -0.744 0.21
H 1.443 3.081 -1.895 0.20
H 0.326 3.292 -0.653 0.21
H 1.060 1.117 -0.127 0.21
H 2.188 2.234 0.878 0.21
H 2.956 1.655 -1.964 0.21
H 3.421 0.344 -0.737 0.21
H 3.868 1.919 -0.525 0.20
```

Calculated values
Relative energy (zero: lowest compared OMol25 entry of this formula, charge and spin): 30.9 kcal per mole
Total charge: 0
SMILES string: CCc1ccc(O)cc1.CCC
LUMO energy: 0.83 eV
F_max: 3.4 eV/A
Frontier orbital gap: 9.268 eV
E_tot: -505.13136 Ha
2S+1: 1

---

Computed, not measured: an isolated molecule of C11H19BN2O, with ωB97M-V/def2-TZVPD.

```
34
Properties=species:S:1:pos:R:3:nbo_charge:R:1
B 0.249 0.594 -0.069 0.97
C 3.999 -0.605 0.282 0.19
C 1.828 0.287 -0.188 -0.24
C 2.574 -0.787 0.179 -0.18
C 2.466 1.617 -0.495 -0.47
C 1.416 2.683 -0.131 -0.05
C -0.598 -2.606 0.951 -0.60
C 0.082 -2.032 -1.310 -0.62
C -2.519 1.097 -0.993 -0.61
C -2.449 1.080 1.574 -0.62
C -0.911 -1.638 -0.166 -0.03
C -2.166 0.317 0.268 -0.01
N 5.149 -0.510 0.265 -0.29
N -0.847 -0.223 0.127 -0.70
O 0.159 2.117 -0.137 -0.70
H 2.348 -1.749 0.461 0.22
H 3.483 1.885 -0.038 0.24
H 2.674 1.438 -1.642 0.23
H 1.793 2.960 0.802 0.17
H 1.588 3.436 -0.871 0.18
H -1.373 -2.643 1.600 0.20
H -0.387 -3.665 0.587 0.22
H 0.283 -2.106 1.555 0.20
H 0.748 -1.205 -1.603 0.22
H -0.461 -2.382 -2.207 0.22
H 0.658 -2.803 -0.996 0.20
H -1.974 0.550 -1.743 0.21
H -3.549 1.144 -1.173 0.21
H -2.211 2.018 -0.796 0.22
H -1.898 1.973 1.602 0.21
H -1.933 0.623 2.348 0.21
H -3.443 1.300 1.870 0.21
H -1.982 -1.683 -0.390 0.20
H -2.796 -0.482 0.476 0.18
```

Calculated values
Total charge: 0
LUMO energy (spin up / spin down): 0.65 / -2.99 eV
F_max: 8.0 eV/A
Frontier orbital gap (spin up / spin down): 7.025 / 6.287 eV
E_tot: -639.97540 Ha
2S+1: 3